[1]
63
Properties=species:S:1:pos:R:3:mulliken_charge:R:1 method="wB97M-V/def2-TZVPD" total_charge=+3 e_lumo_ev="-9.50 / -8.22" s2=8.757 orbital_gap_ev="8.779 / 10.061" total_energy_ha=-2599.6036 multiplicity=6
Sm 0.017 0.989 -0.044 0.79
C -0.861 2.675 4.117 -1.19
C -0.095 2.573 2.848 0.62
O -0.322 1.640 2.016 -0.37
N 0.840 3.470 2.592 0.10
C 1.650 3.475 1.373 -1.62
C 0.915 4.124 0.209 1.28
C 0.881 5.502 0.104 -0.87
C 0.221 6.087 -0.967 -0.34
C -0.384 5.262 -1.905 -0.88
C -0.324 3.896 -1.727 0.01
N 0.302 3.316 -0.683 -0.09
H -0.631 1.811 4.745 0.31
H -1.930 2.635 3.905 0.30
H -0.636 3.581 4.672 0.42
H 1.026 4.175 3.292 0.33
H 1.943 2.446 1.124 0.24
H 2.562 4.032 1.575 0.66
H 1.389 6.109 0.843 0.46
H 0.191 7.163 -1.071 0.47
H -0.893 5.674 -2.765 0.43
H -0.792 3.231 -2.445 0.47
C 0.640 -0.521 -2.885 -0.92
N 1.470 -1.518 -2.189 0.34
C 2.616 -2.051 -2.960 -1.00
P 1.609 -1.329 -0.571 0.27
O 1.927 0.087 -0.124 -0.68
O 0.002 -1.459 -0.050 0.28
P -1.650 -1.294 -0.255 0.32
O -1.806 0.151 -0.712 -0.83
N -2.144 -1.685 1.248 0.40
C -1.425 -1.413 2.496 -0.83
C -3.606 -1.802 1.420 -0.99
N -2.102 -2.344 -1.385 0.50
C -1.959 -3.782 -1.094 -1.02
C -3.060 -1.996 -2.451 -0.96
N 2.431 -2.477 0.163 0.38
C 3.463 -2.193 1.176 -0.91
C 2.212 -3.897 -0.149 -1.10
H 0.775 -0.648 -3.956 0.48
H 0.931 0.523 -2.651 0.34
H -0.416 -0.686 -2.673 0.25
H 2.245 -2.705 -3.747 0.37
H 3.270 -2.626 -2.310 0.37
H 3.208 -1.251 -3.407 0.38
H -0.353 -1.338 2.337 0.21
H -1.607 -2.245 3.177 0.42
H -1.791 -0.502 2.970 0.24
H -4.095 -1.951 0.456 0.31
H -4.020 -0.902 1.879 0.36
H -3.827 -2.656 2.059 0.37
H -1.256 -3.935 -0.276 0.32
H -1.585 -4.287 -1.983 0.37
H -2.917 -4.224 -0.817 0.35
H -3.275 -0.930 -2.435 0.35
H -3.990 -2.547 -2.314 0.39
H -2.644 -2.262 -3.422 0.32
H 3.588 -1.121 1.301 0.30
H 4.413 -2.622 0.860 0.32
H 3.178 -2.640 2.129 0.32
H 1.436 -4.012 -0.904 0.34
H 1.911 -4.426 0.756 0.36
H 3.135 -4.347 -0.516 0.39


[2]
64
Properties=species:S:1:pos:R:3:nbo_charge:R:1 method="wB97M-V/def2-TZVPD" smiles="CCC(=O)OCCC(CCOC(=O)CC)O[C@@H](CB(O)O)[C@H](N)CCCS(=O)(=O)O" e_lumo_ev=0.15 orbital_gap_ev=9.676 total_energy_ha=-1898.4432
C -5.372 1.544 -3.750 -0.60
C -4.938 2.848 -3.054 -0.50
C -3.434 2.902 -3.017 0.80
O -2.748 3.091 -3.975 -0.60
O -2.931 2.655 -1.799 -0.52
C -1.572 2.144 -1.797 -0.08
C -1.234 1.833 -0.351 -0.44
C 0.234 1.403 -0.061 0.11
C 1.237 1.804 -1.149 -0.46
C 1.289 0.901 -2.400 -0.08
O 0.413 -0.236 -2.307 -0.53
C 0.833 -1.408 -1.783 0.82
O 0.043 -2.064 -1.186 -0.59
C 2.218 -1.908 -2.101 -0.53
C 2.256 -2.531 -3.504 -0.59
O 0.660 2.054 1.135 -0.54
C 0.749 1.312 2.339 0.12
C -0.614 0.747 2.790 -0.84
B -1.579 1.798 3.471 1.17
O -2.678 1.361 4.202 -0.93
O -1.314 3.149 3.440 -0.90
C 1.884 0.250 2.420 -0.05
N 3.058 0.718 1.676 -0.85
C 1.560 -1.191 1.978 -0.43
C 2.085 -2.235 2.983 -0.40
C 1.350 -3.581 2.957 -0.68
S 2.111 -4.836 1.916 2.36
O 2.052 -6.078 2.622 -0.92
O 3.371 -4.371 1.422 -0.93
O 1.153 -4.931 0.645 -0.88
H -6.370 1.254 -3.413 0.21
H -4.695 0.722 -3.498 0.21
H -5.393 1.664 -4.833 0.22
H -5.318 2.870 -2.031 0.22
H -5.289 3.727 -3.597 0.23
H -0.928 2.905 -2.239 0.19
H -1.569 1.239 -2.410 0.20
H -1.898 1.016 -0.042 0.20
H -1.462 2.699 0.278 0.23
H 0.220 0.318 0.063 0.18
H 2.216 1.811 -0.663 0.25
H 1.047 2.836 -1.463 0.21
H 2.315 0.597 -2.593 0.19
H 0.960 1.454 -3.284 0.20
H 2.985 -1.137 -2.024 0.22
H 2.467 -2.655 -1.347 0.24
H 1.494 -3.308 -3.595 0.22
H 3.229 -3.001 -3.669 0.22
H 2.092 -1.775 -4.276 0.21
H 1.014 2.084 3.072 0.19
H -1.101 0.208 1.969 0.24
H -0.434 -0.014 3.565 0.24
H -3.329 0.864 3.695 0.50
H -1.404 3.561 4.310 0.50
H 2.112 0.210 3.499 0.16
H 3.382 1.610 2.030 0.37
H 3.810 0.042 1.726 0.36
H 0.497 -1.352 1.797 0.21
H 2.056 -1.361 1.018 0.22
H 2.020 -1.839 4.002 0.21
H 3.148 -2.415 2.792 0.24
H 1.370 -4.049 3.944 0.26
H 0.305 -3.446 2.662 0.23
H 0.309 -4.481 0.797 0.51


[3]
56
Properties=species:S:1:pos:R:3:nbo_charge:R:1 method="wB97M-V/def2-TZVPD" total_charge=-1 e_lumo_ev=2.09 orbital_gap_ev=9.507 total_energy_ha=-1451.7285
O -3.524 2.211 -2.872 -0.95
H -3.504 1.238 -2.984 0.48
H -2.730 2.439 -2.363 0.47
O -3.965 -2.841 -1.231 -0.96
H 1.195 0.002 3.268 0.47
H -3.562 -3.708 -1.054 0.47
O 0.660 -1.708 -2.477 -1.02
H 0.452 0.205 -4.371 0.50
H 0.259 -0.959 -1.967 0.48
O -2.555 3.518 2.259 -0.98
H -2.060 4.193 2.706 0.47
H -2.104 2.802 1.803 0.51
O 1.173 1.509 -1.923 -1.01
H 0.579 0.834 -1.481 0.48
H 1.694 0.893 0.432 0.51
O -3.123 -0.525 1.983 -0.98
H -3.809 0.133 2.015 0.48
H -2.464 -0.495 1.298 0.49
O -0.898 -0.116 -1.546 -1.25
H 1.610 0.680 -2.249 0.48
H -0.941 0.175 -2.458 0.46
O -0.237 -0.238 -4.892 -0.96
H 3.806 0.227 1.584 0.48
O -0.823 -2.903 -0.078 -0.97
H -1.000 -3.677 -0.614 0.47
H -0.600 -2.157 -0.630 0.50
O 1.366 3.553 0.487 -1.03
H 0.470 3.632 0.159 0.52
H 2.175 3.243 0.098 0.51
O -1.742 1.334 0.364 -1.03
H -1.221 0.605 -0.135 0.51
H -2.267 1.570 -0.407 0.47
O -1.072 -3.004 3.635 -0.98
H -0.051 -1.951 -3.085 0.45
H -1.147 -2.042 3.578 0.50
O 1.402 0.370 1.212 -0.96
H 3.397 -0.677 -3.709 0.50
H -0.251 -1.198 -4.762 0.47
O 4.030 1.091 1.955 -0.94
H 0.470 0.278 0.958 0.50
H -0.449 -3.470 3.083 0.48
O -0.126 2.889 3.176 -0.93
H -0.495 3.528 2.536 0.45
H 0.776 3.222 3.096 0.47
O 3.191 0.253 -3.696 -0.98
H 3.737 0.883 -3.235 0.49
H 3.182 1.611 1.869 0.47
O 2.113 -3.970 -0.558 -1.00
H 1.487 -3.512 -1.114 0.50
H 2.593 -3.476 0.099 0.50
O 1.600 0.053 4.127 -0.92
H 1.452 0.997 4.268 0.46
H -3.300 -2.138 -1.171 0.49
O 2.085 -2.007 1.746 -1.01
H 1.871 -1.015 1.571 0.48
H 1.195 -2.383 1.695 0.47


[4]
6
Properties=species:S:1:pos:R:3:nbo_charge:R:1 method="wB97M-V/def2-TZVPD" e_lumo_ev="-2.90 / -1.94" orbital_gap_ev="8.631 / 11.282" total_energy_ha=-467.4445
C -0.415 0.321 -0.101 0.91
N -0.817 -0.129 1.118 0.00
O -0.063 -0.929 0.375 -0.14
F 0.603 1.196 -0.208 -0.30
F -1.078 0.663 -1.208 -0.27
F 1.770 -1.122 0.024 -0.20